C26H72O14 | ωB97M-V/def2-TZVPD

```
! wB97M-V def2-TZVPD RIJCOSX def2/J DEFGRID3
* xyz 0 1
C -2.007 -0.005 3.602
C -2.898 0.039 2.371
C -4.376 0.020 2.708
O -2.603 1.189 1.604
H -2.340 -0.765 4.315
H -2.055 0.964 4.102
H -0.972 -0.238 3.344
H -2.747 -0.886 1.788
H -4.963 -0.042 1.788
H -4.708 0.929 3.214
H -4.592 -0.854 3.325
H -1.991 1.001 0.869
C 4.010 3.616 0.133
C 3.890 3.691 -1.390
C 2.698 4.503 -1.817
O 5.080 4.329 -1.896
H 4.785 2.875 0.351
H 3.088 3.273 0.602
H 4.323 4.597 0.483
H 3.865 2.674 -1.794
H 1.788 4.004 -1.482
H 2.658 4.546 -2.911
H 2.744 5.542 -1.496
H 5.829 3.761 -1.694
C -0.146 4.137 -4.588
C -1.603 4.217 -4.149
C -1.896 3.335 -2.940
O -1.968 5.576 -3.878
H 0.544 4.333 -3.761
H 0.076 4.806 -5.414
H 0.079 3.094 -4.847
H -2.205 3.889 -4.998
H -2.977 3.213 -2.852
H -1.486 3.739 -2.014
H -1.491 2.329 -3.070
H -1.738 5.759 -2.961
C -2.876 -2.582 -3.096
C -3.317 -1.201 -2.657
C -3.792 -1.200 -1.204
O -2.202 -0.280 -2.688
H -3.669 -3.312 -2.906
H -2.012 -2.906 -2.511
H -2.619 -2.653 -4.155
H -4.112 -0.795 -3.287
H -4.024 -0.179 -0.899
H -2.969 -1.527 -0.560
H -4.642 -1.862 -1.062
H -1.954 -0.159 -3.609
C -2.170 -4.268 1.899
C -3.407 -4.731 2.662
C -4.044 -5.974 2.051
O -3.140 -4.904 4.046
H -1.292 -4.896 2.091
H -1.855 -3.264 2.189
H -2.365 -4.306 0.826
H -4.134 -3.915 2.617
H -5.107 -6.034 2.278
H -3.555 -6.872 2.442
H -3.920 -6.005 0.968
H -2.466 -5.585 4.138
C 0.301 -1.143 0.394
C 0.423 0.292 -0.079
C 1.416 0.453 -1.226
O -0.877 0.752 -0.477
H -0.485 -1.191 1.154
H 1.217 -1.496 0.870
H 0.027 -1.863 -0.382
H 0.713 0.869 0.800
H 0.920 0.491 -2.195
H 2.172 -0.336 -1.223
H 1.984 1.386 -1.141
H -1.179 0.196 -1.214
O 2.182 -3.617 1.704
C 1.993 -4.858 2.325
C 3.157 -5.337 3.192
O 3.533 -4.369 4.176
H 2.314 -2.914 2.352
H 1.067 -4.893 2.926
H 1.878 -5.601 1.532
H 4.022 -5.491 2.549
H 2.891 -6.270 3.696
H 2.726 -4.090 4.623
O 1.775 -2.360 -7.192
C 1.448 -1.723 -5.972
C 2.521 -0.777 -5.520
O 2.672 0.228 -6.517
H 1.767 -1.691 -7.883
H 0.516 -1.146 -6.062
H 1.304 -2.502 -5.225
H 3.447 -1.331 -5.324
H 2.207 -0.332 -4.564
H 3.263 0.901 -6.170
O 0.213 4.901 1.188
C 0.154 3.549 1.711
C -0.355 3.524 3.128
O 0.625 4.061 4.034
H 0.986 5.348 1.543
H -0.547 3.062 1.035
H 1.166 3.142 1.668
H -0.532 2.498 3.454
H -1.303 4.054 3.238
H 0.779 4.972 3.766
O 3.407 -1.232 3.077
C 3.485 0.183 3.191
C 2.199 0.775 3.682
O 1.987 0.393 5.037
H 3.253 -1.567 3.969
H 4.321 0.451 3.846
H 3.700 0.573 2.194
H 1.394 0.340 3.069
H 2.165 1.856 3.523
H 1.537 1.107 5.496
*
```

Results
E_tot, Eh: -2087.0900
HOMO, eV: -9.8

=====

C26H72O14 | ωB97M-V/def2-TZVPD

```
! wB97M-V def2-TZVPD RIJCOSX def2/J DEFGRID3
* xyz 0 1
C -0.142 -5.391 -0.975
C -0.342 -4.983 0.519
C 1.055 -4.593 1.081
O -1.135 -3.794 0.344
H -1.051 -5.735 -1.557
H 0.536 -6.192 -0.808
H 0.320 -4.533 -1.574
H -0.904 -5.800 0.957
H 1.026 -4.352 2.085
H 1.539 -3.736 0.467
H 1.574 -5.602 0.952
H -2.028 -4.106 0.401
C 0.111 4.133 0.924
C -1.290 4.442 0.540
C -1.345 5.651 -0.412
O -1.808 3.359 -0.314
H 0.359 4.751 1.661
H 0.917 4.108 0.193
H 0.314 3.129 1.314
H -2.113 4.505 1.257
H -1.380 6.459 0.059
H -2.537 5.702 -0.780
H -0.380 5.847 -1.245
H -1.853 2.552 0.215
C 3.709 -2.441 3.078
C 2.926 -1.681 4.125
C 1.729 -2.492 4.859
O 3.843 -1.523 5.155
H 4.684 -1.926 2.674
H 3.134 -2.619 2.160
H 4.053 -3.352 3.313
H 2.537 -0.678 3.943
H 2.342 -3.494 5.204
H 0.955 -2.836 3.990
H 1.136 -1.910 5.832
H 4.256 -0.642 5.055
C 4.086 2.053 -3.438
C 3.059 1.049 -2.753
C 3.487 -0.415 -2.936
O 2.891 1.358 -1.439
H 4.357 1.791 -4.583
H 5.052 2.103 -3.103
H 3.841 3.057 -3.182
H 1.949 1.295 -3.235
H 3.787 -0.356 -3.911
H 2.480 -0.950 -2.858
H 4.234 -0.757 -2.438
H 2.333 0.902 -1.131
C -4.455 -2.185 -4.404
C -3.225 -2.709 -3.675
C -2.322 -3.332 -4.760
O -2.626 -1.618 -3.039
H -4.290 -1.528 -5.271
H -5.101 -1.397 -3.683
H -5.060 -3.108 -4.564
H -3.504 -3.426 -2.903
H -1.375 -3.825 -4.176
H -1.968 -2.894 -5.549
H -3.134 -3.742 -5.368
H -1.808 -1.854 -2.707
C -3.684 -0.573 0.097
C -4.268 0.363 1.096
C -4.708 -0.458 2.386
O -3.387 1.306 1.605
H -4.387 -1.368 -0.241
H -2.771 -1.316 0.579
H -3.374 0.071 -0.966
H -5.125 0.893 0.782
H -5.090 0.164 3.377
H -4.019 -1.165 2.811
H -5.645 -1.089 1.960
H -4.000 2.201 1.730
O -3.337 0.983 -4.066
C -2.206 1.580 -3.428
C -2.069 2.979 -3.791
O -1.080 3.640 -3.096
H -3.425 0.027 -3.715
H -2.101 1.319 -2.318
H -1.532 0.923 -3.721
H -2.925 3.387 -3.857
H -1.946 3.123 -4.822
H -1.176 3.445 -2.135
O -0.602 -1.540 -1.145
C -0.160 -0.357 -0.589
C 1.169 -0.697 0.251
O 1.461 0.550 0.990
H -0.437 -2.279 -0.505
H -0.263 0.477 -1.361
H -1.088 -0.151 0.221
H 1.907 -1.030 -0.494
H 0.859 -1.478 1.027
H 0.823 0.737 1.632
O 4.814 2.931 -0.536
C 4.898 2.543 0.820
C 5.614 1.155 0.897
O 5.796 0.853 2.305
H 4.149 2.387 -0.886
H 5.330 3.337 1.373
H 3.866 2.264 1.132
H 6.694 1.256 0.358
H 4.917 0.444 0.362
H 6.727 0.658 2.324
O -1.730 2.717 5.420
C -1.134 2.437 4.239
C -0.922 0.867 4.260
O -1.025 0.277 2.938
H -1.508 3.666 5.451
H -1.862 2.796 3.609
H -0.283 2.929 3.994
H -1.420 0.402 4.979
H 0.008 1.151 4.481
H -1.810 0.515 2.624
*
```

Results
E_tot, Eh: -2086.4673
HOMO, eV: -9.1